No. 1
{"formula": "C14H23ClF5IO2P", "method": "the ωB97M-V functional and the def2-TZVPD basis", "orbital_gap_ev": 5.339, "total_charge": -1, "spin_multiplicity": 1, "elements": ["C", "C", "P", "F", "C", "C", "F", "C", "C", "C", "I", "C", "C", "C", "Cl", "H", "H", "H", "H", "H", "H", "H", "H", "H", "H", "H", "H", "H", "H", "H", "H", "H", "C", "C", "O", "C", "O", "C", "F", "F", "F", "H", "H", "H", "H", "H", "H"], "positions_angstrom": [[2.502, -3.893, 1.556], [2.312, -2.716, 1.396], [2.040, -1.013, 0.965], [0.390, -1.403, 1.047], [1.777, -0.331, -0.715], [0.393, -0.386, -1.338], [-0.453, 0.551, -0.767], [1.747, 0.106, 2.412], [0.954, 1.363, 2.044], [0.576, 2.077, 3.351], [-0.051, 4.088, 3.042], [3.907, -0.614, 0.974], [4.833, -0.937, -0.207], [4.970, 0.207, -1.243], [4.499, -2.496, -1.043], [2.542, -4.919, 1.841], [2.471, -0.751, -1.443], [2.044, 0.729, -0.644], [0.503, -0.097, -2.391], [-0.063, -1.374, -1.334], [2.667, 0.318, 2.955], [1.121, -0.487, 3.083], [0.023, 1.043, 1.583], [1.506, 2.042, 1.395], [1.369, 2.021, 4.094], [-0.285, 1.564, 3.776], [4.317, -1.083, 1.872], [4.000, 0.464, 1.139], [5.830, -1.074, 0.207], [4.740, -0.178, -2.235], [6.002, 0.550, -1.292], [4.299, 1.026, -1.001], [-3.429, 1.284, -1.035], [-3.520, 0.032, -1.903], [-4.540, -0.872, -1.569], [-5.890, -0.610, -2.115], [-5.930, -0.323, -3.375], [-6.631, 0.462, -1.253], [-6.371, 0.368, 0.085], [-7.972, 0.290, -1.365], [-6.397, 1.745, -1.589], [-3.598, 1.040, 0.016], [-2.446, 1.744, -1.138], [-4.165, 2.028, -1.332], [-2.592, -0.534, -1.758], [-3.568, 0.294, -2.966], [-6.405, -1.548, -1.785]], "forces_ev_per_angstrom": [[-0.28, 0.18, 0.51], [0.21, -0.13, -0.49], [-0.05, 0.44, 0.61], [-0.04, -0.09, -0.04], [-0.43, 0.14, -0.24], [0.15, 0.19, -0.73], [0.25, -0.28, 0.16], [-0.21, -0.47, -0.02], [-0.09, 0.05, 0.76], [-0.19, -0.64, -0.16], [0.13, -0.02, 0.08], [0.10, -0.29, -0.35], [0.60, 0.79, 0.18], [-0.19, -0.71, -0.09], [-0.06, -0.11, 0.01], [0.15, 0.00, -0.21], [0.14, -0.23, 0.26], [0.10, -0.02, 0.14], [-0.05, 0.03, 0.08], [-0.08, 0.07, 0.36], [0.10, 0.17, -0.19], [0.01, -0.03, -0.02], [0.12, 0.22, -0.44], [0.01, -0.10, -0.14], [0.11, 0.45, -0.08], [-0.03, 0.12, 0.07], [-0.13, -0.08, 0.04], [-0.05, 0.06, -0.05], [-0.05, -0.26, 0.02], [-0.15, 0.20, -0.04], [-0.02, 0.18, 0.15], [0.10, 0.14, -0.11], [-0.28, 0.17, -0.12], [0.36, -0.21, -0.18], [-0.20, 0.24, 0.64], [-0.06, -0.10, -0.78], [-0.03, 0.10, 0.15], [0.24, -0.08, 0.31], [-0.06, 0.06, -0.06], [-0.06, -0.01, -0.03], [-0.04, 0.00, -0.03], [0.06, -0.04, 0.01], [0.07, -0.04, 0.00], [-0.06, -0.03, 0.06], [0.00, -0.03, -0.03], [-0.18, 0.06, 0.03], [0.09, -0.05, 0.01]]}

***

No. 2
{"formula": "C3H4N4O", "method": "the ωB97M-V functional and the def2-TZVPD basis", "orbital_gap_ev": 9.840, "spin_multiplicity": 1, "elements": ["C", "C", "C", "H", "H", "H", "H", "N", "N", "N", "N", "O"], "positions_angstrom": [[0.791, 0.001, 0.094], [-1.440, 1.187, -0.052], [-1.496, -0.292, -0.073], [2.810, 0.068, -0.209], [2.338, -1.449, 0.413], [-2.508, 1.481, -0.028], [-0.108, -1.820, -0.229], [2.044, -0.658, -0.073], [0.813, 1.304, 0.226], [-0.429, 1.930, -0.107], [-0.270, -0.858, -0.106], [-2.544, -0.895, 0.144]], "forces_ev_per_angstrom": [[2.81, -0.81, -0.63], [-2.55, -1.22, -0.72], [-1.62, -0.35, 2.37], [-1.46, -1.49, 0.48], [0.05, -1.37, 1.12], [0.85, 0.93, -0.46], [0.07, -1.20, -0.16], [0.14, 4.03, -1.13], [-1.21, -1.26, -1.56], [1.28, 0.33, 1.64], [0.70, 2.09, 0.05], [0.95, 0.32, -1.02]]}

***

No. 3
{"formula": "C42H42O3P2Pb", "method": "the ωB97M-V functional and the def2-TZVPD basis", "orbital_gap_ev": [2.455, 2.456], "total_charge": 2, "spin_multiplicity": 1, "elements": ["Pb", "C", "C", "C", "C", "C", "C", "C", "C", "C", "H", "H", "H", "H", "H", "H", "H", "H", "H", "H", "H", "H", "H", "H", "H", "P", "P", "C", "C", "C", "C", "C", "C", "C", "C", "C", "C", "C", "C", "C", "C", "C", "C", "C", "C", "C", "C", "C", "C", "C", "C", "C", "C", "H", "H", "H", "H", "H", "H", "H", "H", "H", "H", "H", "H", "H", "H", "H", "H", "H", "H", "H", "H", "H", "H", "O", "C", "C", "C", "C", "C", "C", "C", "O", "O", "H", "H", "H", "H", "H"], "positions_angstrom": [[0.246, 2.227, -2.160], [-1.997, 1.165, -5.591], [-2.068, -0.150, -5.350], [-1.319, -1.158, -6.171], [0.029, -0.694, -6.716], [0.933, 0.155, -5.806], [0.873, 1.486, -5.719], [0.029, 2.279, -6.677], [-1.394, 1.697, -6.834], [1.505, 0.585, -0.336], [-2.743, 1.823, -5.122], [-2.885, -0.579, -4.736], [-1.910, -1.471, -7.038], [-1.146, -2.082, -5.610], [0.610, -1.585, -6.977], [-0.109, -0.282, -7.719], [1.859, -0.375, -5.523], [1.607, 2.101, -5.198], [0.425, 2.239, -7.745], [0.001, 3.364, -6.460], [-2.045, 2.507, -7.208], [-1.375, 1.013, -7.680], [0.856, 1.269, 0.356], [2.382, 0.360, 0.388], [0.743, -0.176, -0.390], [-1.617, -0.940, -1.891], [2.220, -0.123, -1.830], [-0.253, -1.284, -3.057], [1.108, -0.980, -3.029], [-2.637, -2.502, -1.876], [-2.986, -3.365, -2.942], [-3.845, -4.452, -2.697], [-4.309, -4.746, -1.420], [-3.934, -3.932, -0.351], [-3.073, -2.870, -0.585], [-2.818, 0.413, -2.465], [-2.366, 1.713, -2.861], [-3.225, 2.838, -2.839], [-4.594, 2.613, -2.957], [-5.085, 1.317, -2.724], [-4.218, 0.252, -2.435], [3.696, -1.230, -1.663], [3.534, -2.551, -1.189], [4.622, -3.376, -0.901], [5.908, -2.865, -1.106], [6.111, -1.538, -1.514], [5.008, -0.742, -1.818], [2.922, 1.514, -2.289], [2.755, 2.647, -1.411], [2.868, 3.974, -1.864], [3.139, 4.188, -3.197], [3.287, 3.108, -4.080], [3.358, 1.790, -3.594], [-0.573, -2.032, -3.827], [1.674, -1.402, -3.890], [-2.606, -3.199, -3.951], [-4.166, -5.071, -3.528], [-4.965, -5.600, -1.239], [-4.316, -4.114, 0.652], [-2.709, -2.269, 0.249], [-1.509, 1.769, -3.628], [-2.793, 3.846, -2.776], [-5.274, 3.444, -3.202], [-6.157, 1.128, -2.790], [-4.636, -0.740, -2.233], [2.521, -2.920, -1.052], [4.466, -4.394, -0.523], [6.774, -3.513, -0.916], [7.124, -1.124, -1.597], [5.155, 0.279, -2.205], [2.630, 2.530, -0.326], [2.731, 4.809, -1.151], [3.270, 5.210, -3.552], [3.331, 3.316, -5.152], [3.659, 0.959, -4.254], [-2.179, 2.536, 3.496], [-1.988, 1.370, 4.100], [-2.072, 1.247, 5.489], [-1.878, 0.016, 6.086], [-1.451, -1.098, 5.338], [-1.395, -1.029, 3.956], [-1.666, 0.207, 3.340], [-1.530, 0.327, 1.850], [-1.198, -0.687, 1.179], [-1.634, 1.492, 1.318], [-1.987, 2.304, 2.494], [-2.269, 2.145, 6.094], [-2.034, -0.122, 7.151], [-1.197, -2.042, 5.811], [-1.128, -1.875, 3.299]], "forces_ev_per_angstrom": [[-1.38, 0.08, 0.28], [-1.85, -0.81, -0.72], [-0.89, -0.41, -0.50], [0.18, -0.18, 0.11], [1.31, -0.42, -0.44], [0.53, -0.40, -1.24], [0.36, 0.68, -1.03], [-0.57, 0.44, -1.21], [0.13, 1.60, -0.82], [-0.20, -2.32, 2.37], [0.51, -0.40, -0.20], [0.90, 0.50, 0.00], [-0.18, 0.05, 0.14], [-0.26, 0.07, 0.01], [-0.05, -0.13, 0.34], [0.21, 0.48, 0.40], [-0.72, 0.40, 0.51], [-0.13, -0.69, -0.12], [0.19, -0.01, 1.39], [0.00, -0.55, 0.27], [0.19, -0.17, 0.29], [-0.31, -0.18, 0.48], [0.53, -0.05, -1.81], [-1.50, -0.08, -0.74], [-0.74, -1.52, 1.92], [-0.74, 0.32, 0.56], [2.14, 1.03, -0.66], [0.86, -0.25, -0.72], [-1.75, -0.01, 0.07], [0.19, -0.66, 0.28], [-0.20, 0.37, 0.30], [0.44, 0.30, -0.30], [-0.08, 0.30, 0.33], [0.04, -0.18, -0.39], [0.31, 0.95, 0.15], [0.12, 0.65, -1.14], [0.54, -0.41, 0.64], [0.04, -0.43, -0.57], [-0.13, 0.16, 0.82], [0.45, 0.08, -0.48], [0.36, -0.33, 0.54], [-0.25, -0.35, 0.81], [-0.54, 0.13, -0.06], [-0.06, 0.46, -0.36], [0.30, -0.07, 0.30], [-0.28, -0.23, -0.17], [-0.17, 0.91, -0.18], [0.69, 1.12, -0.99], [0.76, 0.17, 0.26], [0.21, -0.73, 1.14], [-0.04, 0.19, -1.12], [0.65, 0.29, 0.30], [-0.62, 0.07, -0.26], [0.86, 0.59, 0.64], [-0.05, 0.35, 1.12], [-0.25, 0.01, 0.16], [0.19, 0.03, 0.04], [0.16, 0.27, -0.20], [0.24, -0.03, -0.21], [-0.19, -0.02, 0.00], [-0.81, -0.14, 1.44], [-0.33, -0.31, -0.75], [0.34, -0.46, 0.48], [0.31, 0.01, 0.01], [0.14, 0.41, 0.11], [0.08, -0.13, 0.11], [0.07, 0.52, -0.26], [-0.40, 0.39, -0.03], [-0.53, -0.28, -0.10], [0.09, -0.56, 0.42], [-0.15, -0.11, -0.67], [0.28, -0.61, -0.51], [-0.31, -0.29, -0.13], [0.53, -0.14, 0.37], [-0.50, 0.50, 0.15], [0.16, 0.04, -0.85], [0.44, -1.15, -0.13], [-0.25, 0.50, 0.47], [0.49, -0.50, -0.28], [-0.34, -0.39, -0.26], [0.05, 0.72, -0.11], [-0.24, 0.22, -0.34], [0.88, -0.83, -0.30], [-0.17, 0.32, 0.08], [0.30, 0.26, -0.49], [-0.31, 0.57, 0.91], [-0.11, -0.54, -0.38], [0.19, 0.24, -0.03], [-0.22, 0.19, 0.17], [-0.13, 0.51, 0.60]]}